Entry 1:
69
Properties=species:S:1:pos:R:3 method="wB97M-V/def2-TZVPD" homo_energy_ev="-5.483 / -8.353" multiplicity=3 lumo_ev="0.0 / -0.6" s_squared=2.031 de_lowest_kcal_mol=15.6 homo_lumo_gap_ev="5.44 / 7.80"
Mo 0.51 -0.55 -0.49
Br -4.14 2.55 0.09
C -2.60 2.73 1.20
C -2.30 3.98 1.72
C -1.16 4.07 2.50
C -0.40 2.93 2.74
C -0.81 1.74 2.16
N -1.90 1.64 1.39
C 0.01 0.48 2.39
O 0.64 0.37 3.42
O -0.04 -0.40 1.44
H -2.92 4.83 1.50
H -0.87 5.02 2.93
H 0.48 2.94 3.36
N -3.74 -1.13 -1.27
C -2.81 -0.92 -0.34
N -1.65 -0.76 -0.95
C -1.94 -0.86 -2.30
N -3.22 -1.10 -2.52
C -0.87 -0.65 -3.22
C -1.00 -0.62 -4.60
N -0.03 -0.30 -5.43
C 1.15 0.05 -4.82
C 1.34 0.01 -3.47
N 0.36 -0.38 -2.61
H -4.73 -1.26 -1.13
H -2.98 -0.87 0.72
H -1.97 -0.87 -5.02
H 1.96 0.36 -5.47
H 2.29 0.29 -3.03
S 3.98 2.26 0.65
C 4.49 0.68 1.06
C 3.57 -0.26 0.72
C 2.40 0.27 0.08
C 2.51 1.64 0.00
C 1.44 2.43 -0.57
C 1.49 3.81 -0.82
C 0.40 4.42 -1.40
C -0.72 3.66 -1.74
C -0.69 2.31 -1.46
N 0.35 1.71 -0.88
H 5.44 0.54 1.55
H 3.71 -1.31 0.92
H 2.38 4.36 -0.56
H 0.42 5.48 -1.60
H -1.59 4.11 -2.20
H -1.54 1.68 -1.70
C 3.11 -2.74 -2.22
C 1.93 -3.35 -1.44
C 2.46 -4.32 -0.38
C 1.20 -2.23 -0.77
C 0.99 -4.10 -2.39
C -0.39 -3.95 -2.34
C -1.22 -4.65 -3.21
C -0.68 -5.53 -4.13
C 0.69 -5.71 -4.18
C 1.52 -5.00 -3.32
H 3.73 -2.14 -1.55
H 2.76 -2.12 -3.04
H 3.74 -3.53 -2.63
H 3.13 -3.80 0.31
H 3.02 -5.13 -0.85
H 1.64 -4.76 0.19
H 0.78 -2.44 0.26
H -0.83 -3.26 -1.63
H -2.29 -4.49 -3.16
H -1.33 -6.07 -4.81
H 1.13 -6.39 -4.90
H 2.59 -5.16 -3.38

***

Entry 2:
66
Properties=species:S:1:pos:R:3 method="wB97M-V/def2-TZVPD" homo_energy_ev="-16.005 / -16.663" charge=+3 multiplicity=5 lumo_ev="-8.9 / -12.8" s_squared=6.025 de_lowest_kcal_mol=6.3 homo_lumo_gap_ev="7.11 / 3.89"
Ir 0.43 -1.05 1.19
N -0.20 0.26 -1.37
P 1.33 0.32 -0.65
C 1.56 2.02 -0.03
C 2.88 2.34 0.49
C 3.15 3.60 0.93
C 2.12 4.57 0.89
C 0.81 4.24 0.40
C 0.53 2.98 -0.03
C 2.52 0.26 -1.99
C 3.39 -0.81 -2.13
C 4.23 -0.86 -3.23
C 4.20 0.17 -4.17
C 3.33 1.25 -4.02
C 2.49 1.31 -2.92
P -1.24 -0.83 -0.56
C -1.57 -2.12 -1.75
C -2.85 -2.64 -1.93
C -3.05 -3.64 -2.88
C -1.99 -4.11 -3.63
C -0.71 -3.62 -3.43
C -0.49 -2.63 -2.49
C -2.79 0.02 -0.24
C -3.13 1.18 -0.93
C -4.37 1.76 -0.73
C -5.28 1.17 0.14
C -4.95 0.01 0.83
C -3.70 -0.56 0.65
H -0.29 0.43 -2.37
H 3.65 1.58 0.50
H 4.13 3.86 1.30
H 2.32 5.57 1.26
H 0.05 5.01 0.37
H -0.45 2.73 -0.41
H 3.42 -1.61 -1.39
H 4.91 -1.69 -3.36
H 4.85 0.12 -5.03
H 3.32 2.04 -4.75
H 1.82 2.15 -2.80
H -3.69 -2.27 -1.36
H -4.05 -4.04 -3.03
H -2.16 -4.87 -4.39
H 0.12 -4.01 -4.01
H 0.51 -2.25 -2.34
H -2.44 1.63 -1.64
H -4.64 2.66 -1.27
H -6.26 1.61 0.27
H -5.66 -0.44 1.51
H -3.44 -1.46 1.19
C -0.54 2.01 4.93
C -1.54 1.71 4.02
C -1.24 0.91 2.94
N -0.01 0.42 2.74
C 0.97 0.72 3.61
C 0.74 1.50 4.72
H -0.75 2.62 5.80
H -2.55 2.09 4.15
H -2.00 0.65 2.21
H 1.95 0.30 3.42
H 1.55 1.71 5.41
Cl 0.63 -5.83 3.87
C 1.92 -4.65 3.81
Cl 3.38 -5.31 3.11
Cl 2.22 -3.94 5.39
C 1.46 -3.55 2.94
N 1.11 -2.70 2.25